(1)
Formula: C4H8N2O3
Source: the Open Molecules 2025 dataset
Level of theory: ωB97M-V/def2-TZVPD

ORCA input file:
```
! wB97M-V def2-TZVPD RIJCOSX def2/J DEFGRID3
* xyz 0 1
C -0.06 -1.02 -0.59
C -0.27 -0.62 1.87
N 0.28 -0.22 0.58
C -1.36 -0.18 -1.00
C 1.29 0.73 0.55
N 1.68 1.18 -0.67
O -1.18 0.37 -2.22
O -2.44 -0.12 -0.46
O 1.81 1.20 1.55
H -2.05 0.77 -2.43
H 1.03 1.15 -1.45
H 2.28 1.99 -0.61
H 0.61 -1.02 -1.45
H -0.32 -2.04 -0.29
H -1.30 -0.24 1.94
H -0.30 -1.71 1.96
H 0.31 -0.23 2.71
*
```

Computed properties:
energy above the lowest of the compared OMol25 structures with the same formula, charge and spin = 66.3 kJ/mol
HOMO energy = -9.285 eV
F_max = 0.065 Eh/bohr

(2)
Formula: C27H29F6NO4PS2Yb
Source: the Open Molecules 2025 dataset
Level of theory: ωB97M-V/def2-TZVPD

ORCA input file:
```
! wB97M-V def2-TZVPD RIJCOSX def2/J DEFGRID3
* xyz 0 2
Yb 1.24 -1.12 0.34
C -4.35 1.21 -1.49
C -3.65 2.57 -1.40
C -4.28 3.69 -2.01
C -3.71 5.01 -1.91
C -2.55 5.17 -1.16
C -1.95 4.05 -0.61
C -2.46 2.76 -0.67
P -1.35 1.51 0.14
C -1.41 -0.09 -0.79
C -1.02 -0.07 -2.19
C -0.48 -1.14 -2.82
C -0.43 -2.38 -2.15
C -0.99 -2.50 -0.84
C -1.73 -1.40 -0.36
C -2.90 -1.69 0.59
C -2.08 1.29 1.74
C -3.38 1.68 2.05
C -3.84 1.54 3.37
C -2.97 1.29 4.41
C -1.73 0.79 4.16
C -1.23 0.78 2.79
C 0.10 0.47 2.48
H -5.36 1.39 -1.99
H -4.42 0.82 -0.50
H -3.83 0.47 -2.09
H -5.21 3.55 -2.60
H -4.12 5.81 -2.53
H -2.10 6.11 -0.93
H -1.10 4.24 -0.01
H -1.09 0.87 -2.71
H -0.17 -1.14 -3.89
H 0.07 -3.18 -2.60
H -0.89 -3.44 -0.29
H -2.92 -2.80 0.60
H -3.86 -1.34 0.18
H -2.76 -1.38 1.63
H -4.00 2.09 1.25
H -4.86 1.82 3.60
H -3.25 1.49 5.39
H -0.92 0.56 4.92
H 0.64 -0.33 2.96
H 0.69 1.25 2.00
C 3.72 2.41 -2.25
C 3.80 1.07 -1.44
C 4.70 0.08 -2.26
C 2.45 0.52 -1.23
H 4.44 2.52 -3.04
H 3.90 3.25 -1.62
H 2.75 2.57 -2.61
H 4.28 1.22 -0.47
H 4.45 -0.08 -3.32
H 4.66 -0.85 -1.69
H 5.75 0.40 -2.17
H 2.02 -0.18 -2.01
H 1.74 1.14 -0.64
F 1.88 -4.78 3.98
C 2.31 -3.47 3.97
F 3.52 -3.33 4.61
F 1.43 -2.69 4.57
S 2.33 -2.89 2.11
O 0.95 -3.06 1.61
O 2.65 -1.42 2.23
N 3.41 -3.78 1.38
S 3.18 -3.97 -0.25
O 2.57 -2.74 -0.88
O 2.51 -5.22 -0.53
C 5.05 -4.15 -0.83
F 5.83 -3.09 -0.91
F 5.62 -5.19 -0.22
F 4.73 -4.53 -2.17
*
```

Computed properties:
energy above the lowest of the compared OMol25 structures with the same formula, charge and spin = 200.2 kJ/mol
HOMO energy (alpha / beta) = -5.707 / -5.663 eV
F_max = 0.068 Eh/bohr

(3)
Formula: C4H12
Source: the Open Molecules 2025 dataset
Level of theory: ωB97M-V/def2-TZVPD

ORCA input file:
```
! wB97M-V def2-TZVPD RIJCOSX def2/J DEFGRID3
* xyz 0 1
C -1.88 0.29 -0.63
C -1.50 1.47 0.05
H -0.96 -0.34 -0.57
H -2.78 -0.03 -0.05
H -2.22 0.60 -1.65
H -0.74 2.13 -0.46
H -1.20 1.02 1.01
H -2.34 2.05 0.47
C 1.84 -0.56 -0.42
C 1.57 -1.23 0.88
H 0.93 -0.10 -0.73
H 2.65 0.14 -0.33
H 2.03 -1.39 -1.19
H 1.98 -0.62 1.82
H 2.09 -2.19 0.80
H 0.53 -1.25 0.99
*
```

Computed properties:
energy above the lowest of the compared OMol25 structures with the same formula, charge and spin = 144.8 kJ/mol
HOMO energy = -11.166 eV
F_max = 0.093 Eh/bohr

(4)
Formula: C30H30O25
Source: the Open Molecules 2025 dataset
Level of theory: ωB97M-V/def2-TZVPD

ORCA input file:
```
! wB97M-V def2-TZVPD RIJCOSX def2/J DEFGRID3
* xyz 0 1
C 4.14 -0.61 4.80
C 4.53 -1.21 5.97
C 4.39 -2.62 6.23
O 4.83 -3.23 7.21
C 3.60 -3.28 5.21
C 3.13 -2.68 4.09
C 3.34 -1.28 3.77
O 2.90 -0.64 2.84
O 2.50 -3.44 3.17
O 5.21 -0.54 7.00
H 4.24 0.46 4.69
H 3.33 -4.29 5.47
H 2.02 -2.85 2.59
H 5.71 -1.17 7.53
C -0.57 -0.01 2.91
C -0.09 -0.39 4.15
C 0.28 0.49 5.21
O 0.75 0.17 6.38
C 0.18 1.90 4.81
C -0.16 2.30 3.57
C -0.69 1.39 2.47
O -1.14 1.59 1.36
O 0.02 3.56 3.15
O -0.07 -1.69 4.53
H -0.95 -0.71 2.18
H 0.57 2.64 5.50
H -0.71 3.85 2.59
H 0.40 -1.71 5.37
C 0.78 -0.90 -0.01
C 0.10 -2.09 -0.31
C -0.78 -2.28 -1.49
O -1.57 -3.20 -1.75
C -0.59 -1.16 -2.39
C 0.09 -0.05 -2.13
C 0.68 0.27 -0.86
O 1.12 1.40 -0.61
O 0.11 1.00 -3.01
O 0.17 -3.14 0.51
H 1.27 -0.81 0.95
H -1.02 -1.23 -3.38
H 0.63 1.65 -2.52
H -0.26 -3.88 0.07
C -1.70 3.80 -7.02
C -0.87 3.41 -6.06
C 0.62 3.74 -6.12
O 1.45 3.57 -5.24
C 0.94 4.28 -7.37
C 0.11 4.61 -8.33
C -1.37 4.50 -8.29
O -2.15 4.71 -9.23
O 0.56 5.31 -9.41
O -1.24 2.59 -4.98
H -2.76 3.60 -6.91
H 1.98 4.45 -7.63
H -0.23 5.54 -9.89
H -0.58 2.69 -4.28
C -3.39 -2.10 2.35
C -4.12 -0.96 2.61
C -4.91 -0.38 1.53
O -5.54 0.65 1.61
C -5.01 -1.16 0.36
C -4.34 -2.36 0.15
C -3.31 -2.85 1.09
O -2.62 -3.87 0.98
O -4.40 -3.17 -0.90
O -4.16 -0.43 3.87
H -2.86 -2.59 3.15
H -5.52 -0.74 -0.50
H -3.62 -3.73 -0.84
H -4.72 0.35 3.87
O -0.76 -5.47 -3.84
H -1.62 -5.84 -3.63
H -0.32 -5.38 -3.00
O 2.33 4.02 0.03
H 1.91 3.35 -0.51
H 2.43 3.60 0.89
O 2.87 1.98 -3.29
H 2.73 2.73 -3.86
H 3.69 2.17 -2.83
O -0.38 -5.73 0.18
H -1.21 -6.21 0.11
H 0.17 -6.29 0.74
O 0.05 3.75 -2.65
H -0.29 4.59 -2.98
H -0.29 3.68 -1.76
*
```

Computed properties:
HOMO energy = -9.327 eV
F_max = 0.105 Eh/bohr

Copy entry 4 word for word.
Formula: C30H30O25
Source: the Open Molecules 2025 dataset
Level of theory: ωB97M-V/def2-TZVPD

ORCA input file:
```
! wB97M-V def2-TZVPD RIJCOSX def2/J DEFGRID3
* xyz 0 1
C 4.14 -0.61 4.80
C 4.53 -1.21 5.97
C 4.39 -2.62 6.23
O 4.83 -3.23 7.21
C 3.60 -3.28 5.21
C 3.13 -2.68 4.09
C 3.34 -1.28 3.77
O 2.90 -0.64 2.84
O 2.50 -3.44 3.17
O 5.21 -0.54 7.00
H 4.24 0.46 4.69
H 3.33 -4.29 5.47
H 2.02 -2.85 2.59
H 5.71 -1.17 7.53
C -0.57 -0.01 2.91
C -0.09 -0.39 4.15
C 0.28 0.49 5.21
O 0.75 0.17 6.38
C 0.18 1.90 4.81
C -0.16 2.30 3.57
C -0.69 1.39 2.47
O -1.14 1.59 1.36
O 0.02 3.56 3.15
O -0.07 -1.69 4.53
H -0.95 -0.71 2.18
H 0.57 2.64 5.50
H -0.71 3.85 2.59
H 0.40 -1.71 5.37
C 0.78 -0.90 -0.01
C 0.10 -2.09 -0.31
C -0.78 -2.28 -1.49
O -1.57 -3.20 -1.75
C -0.59 -1.16 -2.39
C 0.09 -0.05 -2.13
C 0.68 0.27 -0.86
O 1.12 1.40 -0.61
O 0.11 1.00 -3.01
O 0.17 -3.14 0.51
H 1.27 -0.81 0.95
H -1.02 -1.23 -3.38
H 0.63 1.65 -2.52
H -0.26 -3.88 0.07
C -1.70 3.80 -7.02
C -0.87 3.41 -6.06
C 0.62 3.74 -6.12
O 1.45 3.57 -5.24
C 0.94 4.28 -7.37
C 0.11 4.61 -8.33
C -1.37 4.50 -8.29
O -2.15 4.71 -9.23
O 0.56 5.31 -9.41
O -1.24 2.59 -4.98
H -2.76 3.60 -6.91
H 1.98 4.45 -7.63
H -0.23 5.54 -9.89
H -0.58 2.69 -4.28
C -3.39 -2.10 2.35
C -4.12 -0.96 2.61
C -4.91 -0.38 1.53
O -5.54 0.65 1.61
C -5.01 -1.16 0.36
C -4.34 -2.36 0.15
C -3.31 -2.85 1.09
O -2.62 -3.87 0.98
O -4.40 -3.17 -0.90
O -4.16 -0.43 3.87
H -2.86 -2.59 3.15
H -5.52 -0.74 -0.50
H -3.62 -3.73 -0.84
H -4.72 0.35 3.87
O -0.76 -5.47 -3.84
H -1.62 -5.84 -3.63
H -0.32 -5.38 -3.00
O 2.33 4.02 0.03
H 1.91 3.35 -0.51
H 2.43 3.60 0.89
O 2.87 1.98 -3.29
H 2.73 2.73 -3.86
H 3.69 2.17 -2.83
O -0.38 -5.73 0.18
H -1.21 -6.21 0.11
H 0.17 -6.29 0.74
O 0.05 3.75 -2.65
H -0.29 4.59 -2.98
H -0.29 3.68 -1.76
*
```

Computed properties:
HOMO energy = -9.327 eV
F_max = 0.105 Eh/bohr